# 1
C23H30N2O2 | the ωB97M-V functional and the def2-TZVPD basis

Structure (XYZ):
```
57
C23H30N2O2, DFT the ωB97M-V functional and the def2-TZVPD basis
C -4.61596 -4.09896 -0.96661
C -4.80686 -2.80522 -1.14444
C -4.06047 -1.73038 -0.42278
C -4.96442 -0.79472 0.33896
C -6.20201 -1.19707 0.80769
C -7.02140 -0.32533 1.50722
C -6.59499 0.96585 1.74631
C -5.35489 1.38934 1.29514
C -4.53451 0.51752 0.59209
O -3.29238 0.83362 0.12130
C -2.85207 2.16732 0.19782
C -1.56503 2.30754 -0.62367
O -1.88466 2.24248 -1.98763
C -0.54517 1.21131 -0.26195
N 0.48432 1.17756 -1.28717
C 1.56695 2.12543 -1.08952
C 2.59377 1.68169 -0.03504
N 3.10270 0.37779 -0.39668
C 4.35401 -0.03097 0.05944
C 4.97113 -1.14242 -0.52325
C 6.23388 -1.53826 -0.13772
C 6.94374 -0.84302 0.83476
C 8.32765 -1.26604 1.22586
C 6.33690 0.26341 1.40886
C 5.06656 0.66380 1.03735
C 2.03227 -0.59403 -0.49772
C 1.03800 -0.13458 -1.56843
H -5.16868 -4.84093 -1.51781
H -3.89209 -4.47358 -0.26060
H -5.54119 -2.45303 -1.85753
H -3.49764 -1.13351 -1.14687
H -3.33968 -2.17612 0.26968
H -6.52736 -2.20974 0.61915
H -7.98565 -0.65625 1.86195
H -7.22316 1.65569 2.29025
H -5.03688 2.39957 1.50020
H -2.65353 2.44993 1.24178
H -3.60008 2.84694 -0.22744
H -1.14013 3.30239 -0.39774
H -1.10586 1.86529 -2.42741
H -1.07293 0.25656 -0.26733
H -0.16233 1.39179 0.75096
H 1.14829 3.09378 -0.81142
H 2.08248 2.23274 -2.04884
H 3.41392 2.40054 -0.03291
H 2.12737 1.67575 0.96539
H 4.46275 -1.69194 -1.30140
H 6.68423 -2.40084 -0.60885
H 8.40598 -2.35102 1.25653
H 9.05297 -0.89891 0.49845
H 8.59467 -0.86616 2.20128
H 6.86057 0.82250 2.17204
H 4.62928 1.51832 1.53059
H 2.43612 -1.57030 -0.75956
H 1.50717 -0.69010 0.46910
H 0.22382 -0.85546 -1.66379
H 1.56054 -0.06752 -2.52804
```

For the HOMO energy, the calculation gives -7.706 eV. Its SMILES is C=CCc1ccccc1OC[C@H](O)CN1CCN(c2ccc(C)cc2)CC1. The energy comes out at -1154.37507 Eh. The value obtained for the lowest unoccupied orbital energy is 0.7 eV. The gap between HOMO and LUMO comes out at 8.41 eV.

Results of the natural (NBO) charge analysis, in e, for atoms 1 through 2: -0.40, -0.16



# 2
C23H30N2O2 | the ωB97M-V functional and the def2-TZVPD basis

Structure (XYZ):
```
57
C23H30N2O2, DFT the ωB97M-V functional and the def2-TZVPD basis
C -4.12534 -3.10959 0.09350
H -4.20888 -3.40039 -1.02894
H -4.55917 -3.70805 0.62539
H -3.05818 -3.23950 0.18557
C -4.59795 -1.85190 0.11625
C -4.46257 -1.39876 1.78621
H -5.03573 -2.12859 2.54683
H -4.78410 -0.28299 1.81723
H -3.40247 -1.33965 1.87931
H -5.65259 -1.63560 0.02755
C -3.93465 -0.49322 -0.63215
N -2.54302 -0.63203 -0.51270
C -1.87350 0.32627 -0.00515
H -2.58402 0.99629 0.87130
C -0.57207 0.27443 0.70533
N 0.50603 0.23159 0.07148
C 0.79178 -0.84410 -0.95406
O 1.66349 -0.71020 -1.69418
C -0.19242 -1.65907 -1.14291
H -0.42419 -2.21389 0.00565
H 0.01804 -2.49691 -1.89908
C -1.78767 -1.15330 -1.36687
H -2.23012 -1.97276 -1.89015
H -1.59559 -0.44312 -2.14494
C 1.61933 1.43440 -0.11280
C 1.13479 2.67440 -0.04688
C 1.04167 3.42556 0.96425
C 0.49490 5.01342 0.70626
C -0.18513 5.11211 -0.37765
C -0.05195 4.16002 -1.42708
C 0.50107 3.07492 -1.32317
H 0.48591 2.19917 -2.18676
H -0.48577 4.46506 -2.44237
H -0.57544 5.98807 -0.68377
H 0.41928 5.52237 1.53163
H 1.50929 3.60819 1.96913
C 2.38020 1.00888 1.28787
O 2.66651 -0.34053 1.88066
C 3.57957 -0.90117 0.81190
C 3.48412 -2.21066 0.89620
C 4.58885 -3.11547 0.19559
C 5.29008 -2.28781 -0.50811
C 5.33447 -1.02144 -0.71821
C 4.47683 -0.40691 0.04503
H 4.45181 0.87422 -0.07498
H 6.30144 -0.50435 -1.36719
H 6.21765 -3.01581 -1.31131
H 4.62594 -4.26528 0.08190
H 2.90016 -2.75762 1.30996
H 3.11335 1.70512 1.57832
H 1.72988 1.26381 2.26528
H 2.34910 1.11353 -0.74423
H -0.22550 1.18351 1.42404
H -0.55341 -0.71818 1.51461
H -1.63028 1.19886 -0.56697
H -4.22365 0.41268 -0.26949
H -4.12020 -1.00809 -1.76212
```

For the HOMO energy, the calculation gives -7.870 eV. The energy comes out at -1153.54508 Eh. The value obtained for the lowest unoccupied orbital energy is 0.7 eV. The gap between HOMO and LUMO comes out at 8.58 eV.

Results of the natural (NBO) charge analysis, in e, for atoms 1 through 2: -0.60, 0.18



# 3
C23H30N2O3S | the ωB97M-V functional and the def2-TZVPD basis

Structure (XYZ):
```
59
C23H30N2O3S, DFT the ωB97M-V functional and the def2-TZVPD basis
C -3.97701 -3.13134 0.53383
H -4.14010 -2.80794 1.44679
H -3.36556 -4.00046 0.50211
H -4.88145 -3.29121 -0.16035
C -3.07888 -2.29290 -0.38071
N -3.84983 -0.93937 -0.34698
C -3.99516 -0.37086 -1.43106
O -3.49402 -0.70321 -2.74635
C -4.71254 1.10660 -1.67622
H -4.46610 1.49142 -2.56841
H -5.78530 1.06453 -1.46949
C -4.32976 2.13371 -0.56230
C -2.72841 1.77582 -0.27937
C -1.79868 1.98096 -1.16277
C -0.48205 1.74975 -1.04844
C -0.12342 1.68081 0.51957
C -0.91740 1.64722 1.48588
C -2.33937 1.87596 1.23030
H -2.90987 2.10721 1.89570
H -0.61303 1.82152 2.56295
S 1.63673 1.48601 0.64704
O 1.70788 1.16346 2.26301
O 2.41769 2.75778 0.37337
N 1.96340 0.30130 -0.15513
H 1.64073 -0.44299 -0.20974
C 3.50215 0.14874 -0.74094
C 4.31312 -0.59598 0.39346
C 5.79176 -0.33786 -0.09580
C 5.78972 -1.42029 -1.19092
C 5.01754 -0.88843 -2.35278
C 3.54065 -0.65428 -2.01734
H 2.86916 -0.38926 -2.88904
H 3.19302 -1.72424 -1.70027
H 5.03485 -1.62583 -3.32138
H 5.29457 0.07933 -2.70916
H 6.94954 -1.21994 -1.59952
H 5.58849 -2.39548 -1.22340
H 6.37252 -0.88154 1.00678
H 6.10007 0.54695 -0.28203
H 4.09368 0.37440 1.35695
H 4.02673 -1.48132 0.84544
H 3.59181 1.21802 -0.74018
H 0.16494 1.65465 -1.67600
H -2.19813 1.78570 -2.19923
H -4.58222 3.12039 -0.83065
H -4.62797 1.76622 0.44342
H -4.06210 -0.50916 0.47224
C -1.69003 -2.11114 0.59794
C -0.61005 -2.40135 -0.03708
C 0.39855 -2.35884 0.86001
C 0.55633 -1.76221 2.00452
C -0.62008 -1.22588 2.49237
C -1.62416 -1.28999 1.70714
H -2.65806 -1.02508 2.31320
H -0.53118 -0.85900 3.62723
H 1.47891 -1.64856 2.84324
H 1.41004 -2.93895 0.35680
H -0.71171 -2.96531 -0.84792
H -2.83863 -2.35712 -1.22106
```

For the HOMO energy, the calculation gives -8.592 eV. The energy comes out at -1627.04907 Eh. The value obtained for the lowest unoccupied orbital energy is -0.1 eV. The gap between HOMO and LUMO comes out at 8.49 eV.

Results of the natural (NBO) charge analysis, in e, for atoms 1 through 2: -0.60, 0.21



# 4
C23H30N2O3S | the ωB97M-V functional and the def2-TZVPD basis

Structure (XYZ):
```
59
C23H30N2O3S, DFT the ωB97M-V functional and the def2-TZVPD basis
C -5.04674 -2.02019 0.15249
C -4.02068 -1.04019 -0.40977
N -3.73620 -0.01140 0.57897
C -3.95302 1.30144 0.35475
O -4.45247 1.72002 -0.66859
C -3.54000 2.21759 1.49904
C -2.86035 3.47899 0.94636
C -1.52046 3.14028 0.35764
C -1.39971 2.82707 -0.99301
C -0.16926 2.48138 -1.52617
C 0.94186 2.45920 -0.70702
S 2.52929 2.02815 -1.39635
O 3.55686 2.64821 -0.60595
O 2.51492 2.24999 -2.81277
N 2.53801 0.36366 -1.18646
C 3.14680 -0.15002 0.02784
C 2.56979 -1.52582 0.36417
C 3.17162 -2.05142 1.66422
C 4.69196 -2.12705 1.55991
C 5.27019 -0.75475 1.22758
C 4.67173 -0.21889 -0.06970
C 0.84644 2.77528 0.63361
C -0.38748 3.10746 1.16468
C -2.71914 -1.67002 -0.86494
C -2.52891 -3.04071 -0.96855
C -1.31315 -3.54881 -1.39743
C -0.27299 -2.69758 -1.72315
C -0.45121 -1.32711 -1.62270
C -1.66568 -0.82315 -1.19828
H -5.91456 -1.46775 0.50536
H -4.62928 -2.58240 0.98571
H -5.37449 -2.71251 -0.61735
H -4.46424 -0.50159 -1.25765
H -3.28761 -0.31344 1.42893
H -4.44837 2.50558 2.03364
H -2.87587 1.69914 2.19216
H -3.50888 3.90102 0.17775
H -2.74137 4.20616 1.75114
H -2.27681 2.85572 -1.62249
H -0.04908 2.24582 -2.57151
H 2.87616 -0.08637 -2.02458
H 2.87091 0.56123 0.81223
H 1.48375 -1.45659 0.44380
H 2.80197 -2.21444 -0.45090
H 2.76164 -3.03923 1.88436
H 2.89836 -1.38425 2.48467
H 5.11126 -2.48998 2.50038
H 4.96601 -2.83645 0.77583
H 6.35551 -0.81999 1.13174
H 5.04738 -0.05992 2.03986
H 5.05407 0.78040 -0.28162
H 4.94447 -0.87653 -0.90016
H 1.74092 2.78261 1.23606
H -0.47092 3.36036 2.21203
H -3.32399 -3.72659 -0.72279
H -1.18180 -4.61826 -1.47596
H 0.67176 -3.09966 -2.05705
H 0.35392 -0.64952 -1.86560
H -1.80285 0.24580 -1.12838
```

For the HOMO energy, the calculation gives -9.164 eV. Its SMILES is C[C@@H](NC(=O)CCc1ccc(S(=O)(=O)NC2CCCCC2)cc1)c1ccccc1. The energy comes out at -1627.89383 Eh. The value obtained for the lowest unoccupied orbital energy is 0.5 eV. The gap between HOMO and LUMO comes out at 9.71 eV.

Results of the natural (NBO) charge analysis, in e, for atoms 1 through 2: -0.61, -0.09